1.
This record from the Open Molecules 2025 dataset describes a molecular structure, C20H36Br12N2O3P. The level of theory is ωB97M-V/def2-TZVPD.

Geometry as XYZ:
```
74
Properties=species:S:1:pos:R:3:forces:R:3
Br -6.232878 -1.592552 6.361058 0.0199 0.0055 -0.0050
Br 5.210584 3.478591 -1.920517 -0.0203 -0.0359 0.0092
Br -0.566007 -6.227587 -1.895467 0.0103 -0.0046 0.0162
Br 3.230922 5.752148 -2.949471 -0.0044 -0.0503 0.0022
Br -3.549499 0.115914 6.338188 0.0175 -0.0106 0.0092
Br 3.092465 4.781175 0.070734 0.0452 0.1024 0.0113
Br -2.376030 -5.325870 -4.352299 0.0083 0.0180 0.0250
Br -7.759747 3.036452 5.120297 -0.0674 0.0110 0.0347
Br 0.746710 -5.745312 -4.755424 0.0401 -0.2148 0.0005
Br -6.327315 4.104976 2.491456 0.0107 -0.0078 0.0105
Br -4.669057 3.749591 5.186247 0.0083 0.0168 0.0158
Br -5.501532 0.176425 3.824679 -0.0140 -0.0242 -0.0544
P -0.867498 -1.918679 1.824862 0.1333 0.3348 -0.7523
O -0.900775 -3.500544 2.304061 0.2924 0.1639 0.2249
O 4.238845 0.001110 0.669304 -0.3529 -0.0219 -0.2865
O 6.087475 1.066442 1.103211 0.1827 -0.2316 -0.2392
N 5.488030 0.181557 1.493300 0.0079 0.3012 0.4731
N 3.118099 -1.636097 1.908776 -0.0366 -0.1163 0.4464
C 4.226641 5.066494 -1.461178 0.0347 0.0333 -0.0058
C 0.613788 1.479115 -0.913919 -0.0352 0.0680 0.2425
C -0.823155 -6.314029 -3.806845 0.0047 0.0388 -0.0277
C 0.654853 -1.186406 2.652177 -0.5170 -0.1642 0.2719
C -0.509319 2.285187 -3.038070 0.1217 -0.1796 0.5930
C -2.127482 -1.166734 2.901203 0.1237 -0.1022 0.0662
C 0.500353 -2.247672 -4.418799 0.0282 0.3446 0.2113
C -0.687894 -1.892517 -2.198203 0.1983 0.0564 -0.3587
C 0.813485 0.197778 2.000471 0.7090 -0.0637 0.1166
C -5.376631 0.005243 5.734159 -0.0378 0.0341 0.0080
C 1.822221 0.155383 0.846201 -0.1234 -0.3232 0.0863
C 1.838964 1.438562 0.017802 -0.2847 -0.0421 0.3728
C 1.970841 1.690363 -3.093556 0.0507 0.1376 -0.1559
C 1.836870 -2.161024 2.550221 -0.2438 -0.1641 0.1107
C -1.321705 0.985191 -3.153704 -0.2780 -0.1746 -0.3505
C -0.650368 -0.095788 -3.951540 0.1381 -0.1184 0.0510
C 0.812816 2.215452 -2.237658 -0.0055 0.0645 -0.1676
C -6.381281 4.172246 4.410756 0.0348 -0.0453 -0.0117
C 3.145981 -0.175204 1.514698 0.2885 0.3783 -0.4442
C -0.311555 -1.319611 -3.546751 -0.1087 0.0328 -0.0140
H -0.402188 0.173542 -4.977866 0.1594 0.0866 0.0829
H 0.413216 -1.045719 3.708662 0.1774 -0.0701 0.0038
H -1.747908 -0.258350 3.372501 -0.0517 0.0225 -0.0503
H 2.337474 2.496179 -3.735612 -0.0150 -0.0538 0.0019
H -0.142186 0.604748 1.665662 -0.0358 -0.0940 -0.0070
H 2.786007 1.548317 -0.506008 -0.0774 -0.0792 -0.1125
H 0.258230 0.457876 -1.079614 0.1119 0.0328 -0.1706
H -6.620219 5.186497 4.694875 -0.0036 0.0092 -0.0001
H 1.156404 -2.843893 -3.779060 -0.0217 -0.0847 -0.1136
H 2.097622 -2.534457 3.538266 0.1237 0.1151 -0.0394
H 0.086642 -1.666112 -1.457201 -0.0966 -0.0291 0.0866
H 1.039726 3.258165 -1.981762 0.1299 -0.0724 0.0315
H -2.257936 1.246440 -3.662059 0.0228 0.0335 0.0419
H -0.194261 1.986138 -0.372854 -0.0803 -0.0915 -0.0963
H 1.663712 0.877612 -3.749873 -0.0318 -0.0918 0.1226
H 1.230971 0.886819 2.743202 -0.3073 0.1745 -0.0428
H -1.621543 0.612963 -2.171460 0.1015 0.0942 0.0082
H 3.903468 -1.810274 2.536077 0.0256 -0.0264 -0.0179
H 1.554259 -0.705083 0.213363 0.1098 0.1594 -0.2050
H -2.396019 -1.869921 3.692199 -0.0937 0.0305 -0.0334
H 4.954881 5.812686 -1.178936 -0.0186 0.0324 -0.0001
H 3.320851 -2.165723 1.059814 -0.0476 0.1136 -0.1071
H -0.133787 -2.931983 -4.983319 0.0267 -0.0304 0.0324
H 2.828301 1.351697 -2.508994 -0.0530 0.0041 0.0073
H 1.137573 -1.692253 -5.108489 -0.1237 -0.0236 -0.1052
H 1.777476 2.271684 0.725188 0.1371 0.0457 -0.1038
H -0.738490 -2.981323 -2.274140 -0.1365 0.0299 0.0684
H -2.999464 -0.906251 2.305399 -0.0833 -0.1013 0.1469
H -1.147396 3.003587 -2.512875 -0.0291 0.1096 -0.2692
H -0.659453 -4.030414 1.536670 -0.2434 -0.1943 0.0611
H 3.271006 0.430823 2.417198 -0.0025 -0.2474 0.1507
H -0.991278 -7.353280 -4.048362 -0.0131 -0.0073 -0.0032
H -5.903113 0.849145 6.159645 0.0210 0.0272 -0.0045
H -1.646267 -1.512169 -1.849495 0.0658 -0.0488 0.1704
H -0.281550 2.666694 -4.035855 -0.1251 0.1048 0.0141
H 1.555026 -3.044175 1.974655 0.0987 0.0743 -0.0842
```
Forces are in eV/Å.

## Properties
LUMO in Eh: -0.141
Kohn-Sham gap in eV: 6.7
Net charge: +1
E_HOMO in eV: -10.53
Largest force on an atom in eV/A: 0.83

2.
This record from the Open Molecules 2025 dataset describes a molecular structure, C9H26AsF6O8 at a distorted geometry. The level of theory is ωB97M-V/def2-TZVPD.

Geometry as XYZ:
```
50
Properties=species:S:1:pos:R:3:forces:R:3
As -1.261358 0.036731 0.782642 -0.1269 1.3798 0.0064
F -2.358172 1.105220 1.599468 -0.1896 0.1140 0.2634
F -2.376649 -1.259119 0.936311 -0.3826 -0.5150 -0.0414
F -0.144679 -1.000556 -0.046383 0.0718 -0.2852 -0.1398
F -0.599136 -0.365217 2.318769 0.3011 -0.5067 0.2790
F -1.970025 0.544220 -0.688397 -0.1830 -0.3173 -0.6947
F -0.145717 1.337845 0.646838 0.5636 0.2117 -0.0025
O 1.275710 -0.202350 4.347980 0.1244 0.0261 0.1762
O -2.778039 -4.079543 1.126767 -0.2322 0.1546 -0.2528
O 3.987659 -0.479790 0.551687 -0.1836 -0.1990 0.1784
O 2.042936 -2.633233 -0.077230 0.0213 -0.0217 -0.3066
O -4.812184 1.073533 2.767025 -0.7341 0.0443 0.3456
O 0.316067 4.633193 -5.497443 -0.2512 -0.2941 -0.4421
O -1.312009 5.915298 -4.621264 -0.5849 0.7379 -0.3903
O -0.156503 4.497613 -3.347421 -0.0573 0.0243 0.2510
C 1.109191 3.550414 -5.017506 0.9877 0.3144 -0.0149
C -0.470693 5.097082 -4.511821 0.5080 -0.6744 0.7770
C 0.894040 3.530442 -3.504218 -0.3031 -0.3037 0.3544
C 3.351965 0.709888 0.162517 0.1659 0.7008 0.0332
C 2.447716 -0.226760 3.549087 -0.5727 0.0205 -0.4079
C -5.231948 -0.245443 2.453815 1.6021 -0.3395 -0.5205
C 1.860078 -3.973492 -0.524720 0.2796 0.0801 0.8899
C 0.453773 2.196987 -2.925568 0.3906 0.5970 0.1594
C -1.686027 -4.359904 1.956661 0.2595 -0.4028 0.4922
H -0.725810 -4.147406 1.478004 0.0328 0.1464 0.0434
H 0.851609 2.600968 -5.485804 -0.3070 0.1189 -0.1108
H 2.875726 0.583483 -0.812857 -0.1129 0.2225 -0.0321
H 1.323265 1.540114 -2.860401 -0.1346 -0.2449 -0.4037
H 2.118882 -4.132673 -1.573888 -0.3026 0.2386 -0.1029
H -1.744407 -3.835947 2.916624 0.0970 0.1698 -0.0946
H 0.168873 2.344122 -1.883184 -0.3824 -0.0432 -0.1083
H -6.258871 -0.473412 2.719530 -0.1425 0.5249 0.1651
H -4.572265 -0.968795 2.958244 -0.2948 -0.0275 0.0739
H 0.521379 -0.252748 3.748364 0.0829 0.0656 0.0923
H -2.757151 -3.129485 0.952567 -0.0822 -0.0648 -0.0427
H 3.309468 -1.165790 0.467963 0.2678 -0.3429 0.0376
H -5.074665 -0.435849 1.382531 -0.3367 -0.0255 0.0633
H 1.213062 -2.142015 -0.176729 0.1517 -0.1207 0.0445
H -0.359351 1.797652 -3.527458 -0.0130 -0.3210 0.2167
H 1.758076 3.859570 -2.922579 0.0159 0.3280 -0.2714
H -3.886445 1.169275 2.495778 -0.3164 -0.1856 -0.0457
H 2.623484 1.087381 0.889267 -0.1925 -0.3249 -0.1425
H 2.131683 3.811970 -5.289167 0.0911 -0.2713 0.0597
H -1.699632 -5.425773 2.196270 -0.0645 -0.0116 -0.1373
H 2.504309 0.649799 2.891776 0.1009 0.0116 0.2494
H 2.440897 -1.099482 2.885956 0.2665 -0.0500 0.1710
H 3.305955 -0.241685 4.214227 0.0874 -0.0841 -0.0325
H 4.105732 1.500804 0.109689 0.0900 -0.1496 -0.2480
H 2.540399 -4.601332 0.058297 -0.0127 0.0611 -0.0276
H 0.849792 -4.295783 -0.270604 -0.0636 -0.1661 -0.4095
```
Forces are in eV/Å.

## Properties
LUMO in Eh: 0.089
Kohn-Sham gap in eV: 9.6
Net charge: -1
E_HOMO in eV: -7.20
Largest force on an atom in eV/A: 1.72